1.
{"formula": "C31H44N4O5", "method": "ωB97M-V/def2-TZVPD", "e_lumo_ha": 0.0211, "total_energy_ev": -49060.25364, "orbital_gap_ev": 8.801, "homo_energy_ev": -8.23, "multiplicity": 1, "elements": ["C", "C", "C", "C", "N", "C", "C", "C", "N", "C", "O", "C", "C", "C", "O", "N", "C", "C", "C", "C", "C", "O", "C", "C", "C", "C", "C", "C", "O", "C", "C", "O", "N", "C", "C", "C", "C", "C", "C", "C", "H", "H", "H", "H", "H", "H", "H", "H", "H", "H", "H", "H", "H", "H", "H", "H", "H", "H", "H", "H", "H", "H", "H", "H", "H", "H", "H", "H", "H", "H", "H", "H", "H", "H", "H", "H", "H", "H", "H", "H", "H", "H", "H", "H"], "coordinates": [[0.2483, 5.8664, -1.3574], [1.1339, 5.1388, -2.3622], [2.5733, 4.9767, -1.8742], [2.6694, 4.0607, -0.6525], [3.9903, 3.4573, -0.5338], [4.9821, 4.4175, -0.0971], [3.9725, 2.2786, 0.3143], [3.3505, 1.0754, -0.4260], [2.1886, 0.5468, 0.2498], [0.9154, 0.8187, -0.1048], [0.5561, 1.4434, -1.0833], [-0.0014, 0.1715, 0.9143], [-1.0410, 1.0871, 1.5752], [-2.4701, 0.6587, 1.2833], [-3.2290, 0.2394, 2.1290], [-2.7435, 0.8026, -0.0389], [-3.9226, 0.5185, -0.7399], [-3.9263, 0.7402, -2.1130], [-5.0707, 0.4739, -2.8436], [-6.2042, -0.0088, -2.2232], [-6.2032, -0.2323, -0.8450], [-7.3623, -0.7080, -0.3188], [-7.4232, -0.9463, 1.0683], [-5.0587, 0.0320, -0.1026], [-0.5624, 0.9949, 3.0593], [-0.7353, -0.4330, 3.5351], [0.2468, -1.1258, 2.9704], [0.9621, -0.1148, 2.1062], [0.8416, 1.0792, 2.8713], [2.3317, -0.2471, 1.4584], [2.6696, -1.7262, 1.1892], [3.1635, -2.4224, 2.0476], [2.3396, -2.1557, -0.0397], [2.5618, -3.5126, -0.5002], [3.5756, -3.5130, -1.6466], [3.8304, -4.9340, -2.1373], [2.5230, -5.5797, -2.5826], [1.5154, -5.5786, -1.4379], [1.2398, -4.1594, -0.9368], [0.2333, -4.1797, 0.2106], [-0.7470, 6.0185, -1.7694], [0.1517, 5.2905, -0.4408], [0.6691, 6.8392, -1.1107], [0.7136, 4.1518, -2.5655], [1.1421, 5.6994, -3.3002], [2.9881, 5.9615, -1.6503], [3.1720, 4.5308, -2.6708], [2.4071, 4.6116, 0.2669], [1.9435, 3.2585, -0.7831], [4.7721, 4.8206, 0.9065], [5.9629, 3.9435, -0.0848], [5.0112, 5.2435, -0.8033], [3.4128, 2.4553, 1.2501], [5.0037, 2.0429, 0.5839], [3.0372, 1.3978, -1.4212], [4.0814, 0.2694, -0.5294], [-0.4500, -0.7344, 0.4983], [-0.9009, 2.1199, 1.2397], [-1.9920, 1.1602, -0.6189], [-3.0395, 1.1191, -2.5994], [-5.0763, 0.6463, -3.9092], [-7.1029, -0.2200, -2.7795], [-7.2575, -0.0287, 1.6408], [-6.6950, -1.7018, 1.3785], [-8.4300, -1.3147, 1.2587], [-5.0261, -0.1287, 0.9602], [-0.9316, 1.7811, 3.7100], [-1.5322, -0.7594, 4.1701], [0.4891, -2.1675, 3.0198], [3.1017, 0.1673, 2.1156], [1.9560, -1.5057, -0.7091], [2.9709, -4.0565, 0.3574], [4.5078, -3.0601, -1.3033], [3.1863, -2.9065, -2.4691], [4.2698, -5.5216, -1.3289], [4.5418, -4.9158, -2.9648], [2.7069, -6.6040, -2.9112], [2.1133, -5.0253, -3.4301], [1.9046, -6.1775, -0.6118], [0.5791, -6.0330, -1.7676], [0.8247, -3.5693, -1.7633], [0.6358, -4.7344, 1.0551], [-0.6921, -4.6552, -0.1055], [0.0017, -3.1712, 0.5465]]}



2.
{"formula": "C2H10N2O2", "method": "ωB97M-V/def2-TZVPD", "e_lumo_ha": 0.0335, "total_energy_ev": -9311.36391, "orbital_gap_ev": 9.598, "homo_energy_ev": -8.69, "multiplicity": 1, "elements": ["H", "N", "C", "N", "C", "H", "H", "H", "H", "H", "O", "H", "H", "O", "H", "H"], "coordinates": [[-1.0488, 2.1665, -1.5213], [-0.5618, 1.3913, -1.0878], [-1.0527, 1.0862, 0.0598], [-0.7570, -0.0805, 0.6521], [-1.0382, -0.3459, 2.0589], [-1.8368, 1.7213, 0.5000], [0.0212, -0.6219, 0.2634], [-0.1385, -0.6783, 2.5507], [-1.3672, 0.5632, 2.5704], [-1.7585, -1.1264, 2.0886], [1.7043, 0.0741, -2.5053], [1.1471, 0.4856, -1.8147], [1.1561, 0.2752, -3.2750], [1.4621, -1.5746, -0.0947], [1.9842, -1.1942, -0.8142], [2.0844, -2.1418, 0.3690]]}



3.
{"formula": "C9H19OS3Se2Te2Y", "method": "ωB97M-V/def2-TZVPD", "e_lumo_ha": -0.0039, "total_energy_ev": -190521.86488, "orbital_gap_ev": 6.816, "homo_energy_ev": -6.92, "multiplicity": 1, "elements": ["Y", "C", "C", "S", "C", "C", "S", "C", "C", "S", "H", "H", "H", "H", "H", "H", "H", "H", "H", "H", "H", "H", "Se", "Te", "Te", "Se", "C", "C", "C", "O", "H", "H", "H", "H", "H", "H", "H"], "coordinates": [[0.1774, -0.7077, -0.2383], [-0.5607, -2.4278, 3.1104], [0.6649, -1.6813, 3.6279], [1.7190, -1.0657, 2.2815], [2.0288, 0.6611, 2.7444], [0.8125, 1.5359, 3.0011], [-0.3059, 1.6328, 1.5681], [-1.9370, 1.2549, 2.2750], [-2.0975, -0.0641, 3.0155], [-1.6681, -1.5157, 1.9981], [-0.2644, -3.2924, 2.5128], [-1.1517, -2.7972, 3.9491], [0.3843, -0.8447, 4.2647], [1.2545, -2.3647, 4.2393], [2.6829, 0.6673, 3.6169], [2.5986, 1.0330, 1.8911], [0.2419, 1.2009, 3.8662], [1.1557, 2.5476, 3.2197], [-2.2266, 2.0801, 2.9270], [-2.5869, 1.2852, 1.3976], [-1.4997, -0.0822, 3.9250], [-3.1408, -0.1645, 3.3156], [-1.4134, 1.1744, -1.6919], [-0.3720, -0.3517, -3.3938], [-1.6180, -2.7413, -2.8916], [-0.3985, -3.4400, -0.7793], [3.9270, -0.4581, -2.0572], [3.2941, 0.4002, -0.9712], [3.0349, 1.8215, -1.4541], [2.0922, -0.1770, -0.5552], [4.8909, -0.0491, -2.3660], [3.2622, -0.4984, -2.9226], [4.0715, -1.4750, -1.6916], [3.9897, 0.4379, -0.1157], [2.3423, 1.7853, -2.2982], [3.9548, 2.3187, -1.7653], [2.5704, 2.4070, -0.6575]]}



4.
{"formula": "C31H34O11", "method": "ωB97M-V/def2-TZVPD", "e_lumo_ha": 0.0239, "total_energy_ev": -55221.02480, "orbital_gap_ev": 8.553, "homo_energy_ev": -7.90, "multiplicity": 1, "elements": ["C", "O", "C", "C", "C", "C", "C", "O", "C", "O", "C", "C", "C", "C", "C", "O", "C", "C", "O", "C", "C", "O", "C", "O", "C", "O", "C", "C", "C", "C", "C", "C", "C", "C", "O", "C", "C", "C", "O", "C", "C", "O", "H", "H", "H", "H", "H", "H", "H", "H", "H", "H", "H", "H", "H", "H", "H", "H", "H", "H", "H", "H", "H", "H", "H", "H", "H", "H", "H", "H", "H", "H", "H", "H", "H", "H"], "coordinates": [[-4.6308, -1.1342, 2.2118], [-3.9718, -1.7757, 1.1481], [-2.6583, -1.4654, 0.9152], [-1.9228, -0.5824, 1.6934], [-0.6184, -0.2337, 1.3708], [-0.0127, -0.7788, 0.2475], [-0.7229, -1.7124, -0.5084], [-0.1631, -2.2514, -1.6205], [-2.0322, -2.0710, -0.1773], [-2.6086, -2.9881, -1.0401], [-3.4762, -3.9591, -0.4929], [1.3406, -0.4173, -0.2121], [1.6693, 0.8543, -0.6650], [2.9201, 1.0898, -1.2237], [3.8884, 0.0979, -1.2969], [5.1449, 0.2920, -1.8014], [5.4879, 1.5701, -2.2795], [3.5740, -1.1788, -0.8181], [4.4396, -2.2605, -0.7812], [5.1724, -2.5465, -1.9565], [2.3039, -1.4263, -0.2897], [2.0236, -2.6586, 0.1909], [0.7001, 2.0081, -0.5670], [-0.6040, 1.4954, -0.8706], [-1.6087, 2.2896, -1.2083], [-1.5710, 3.5021, -1.2201], [-2.8189, 1.4930, -1.5292], [-4.0635, 1.9752, -1.1353], [-5.1984, 1.2226, -1.3726], [-5.0975, 0.0029, -2.0226], [-3.8626, -0.4634, -2.4426], [-2.7199, 0.2725, -2.1884], [0.8006, 2.7916, 0.7844], [2.2778, 2.9239, 1.1811], [0.3892, 4.1271, 0.5679], [0.0017, 2.2085, 1.9929], [-1.4808, 2.5921, 1.9849], [0.1258, 0.6992, 2.2964], [1.5060, 0.3353, 2.3934], [1.7922, -0.7419, 3.1336], [3.2753, -1.0058, 3.1279], [0.9742, -1.3795, 3.7402], [-4.6305, -0.0470, 2.0842], [-5.6562, -1.5002, 2.1811], [-4.1853, -1.3915, 3.1777], [-2.3655, -0.1534, 2.5764], [-0.7970, -2.9033, -1.9586], [-3.5738, -4.7299, -1.2578], [-4.4567, -3.5368, -0.2680], [-3.0557, -4.3969, 0.4158], [3.1381, 2.0749, -1.6008], [6.5208, 1.4874, -2.6147], [4.8576, 1.8675, -3.1233], [5.4241, 2.3247, -1.4897], [4.5134, -2.5857, -2.8288], [5.9562, -1.8079, -2.1292], [5.6196, -3.5261, -1.7909], [2.8041, -3.2113, 0.0240], [0.9538, 2.7509, -1.3391], [-4.1232, 2.9305, -0.6352], [-6.1630, 1.5875, -1.0519], [-5.9859, -0.5832, -2.2069], [-3.7877, -1.4092, -2.9564], [-1.7521, -0.0817, -2.5058], [2.7087, 1.9676, 1.4477], [2.8337, 3.3690, 0.3613], [2.3365, 3.6040, 2.0269], [-0.3718, 4.1431, -0.0419], [0.4469, 2.7175, 2.8563], [-2.0378, 2.0392, 1.2334], [-1.5850, 3.6576, 1.7973], [-1.9162, 2.3770, 2.9588], [-0.3092, 0.5555, 3.2979], [3.7828, -0.1997, 3.6532], [3.4779, -1.9500, 3.6229], [3.6379, -1.0282, 2.1039]]}